No. 1
{"formula": "CH3N2O2", "method": "the ωB97M-V functional and the def2-TZVPD basis", "gap_ev": 7.3, "fmax_ev_per_a": 2.9, "charge": -1, "lumo_energy_ev": 4.48, "energy_ev": -8160.4684, "e_above_lowest_kcal_mol": 24.2, "species": ["C", "N", "N", "O", "O", "H", "H", "H"], "coordinates": [[2.221952, 0.215136, 0.279100], [-0.578816, -0.008381, -0.181195], [0.266698, -0.035754, 0.962210], [3.019624, -0.063262, 1.123180], [2.130251, 0.469352, -0.884359], [-0.956844, 0.919042, -0.254857], [0.143684, 0.058528, -0.876454], [0.344148, -0.993425, 1.070640]], "atomic_forces_ev_per_a": [[-2.12, -1.00, 0.85], [0.19, 0.19, -0.68], [1.74, 2.23, 0.39], [0.30, 0.08, 0.88], [-0.26, 0.60, -1.21], [-0.48, 0.56, 0.36], [0.11, -0.25, -1.51], [0.53, -2.42, 0.92]], "mulliken_charge": [0.5816, -0.5631, -0.5790, -0.5554, -0.5676, 0.2224, 0.2615, 0.1996]}

No. 2
{"formula": "C14H27ClIInN2P2S", "method": "the ωB97M-V functional and the def2-TZVPD basis", "gap_ev": [4.7, 5.0], "fmax_ev_per_a": 2.3, "charge": 2, "lumo_energy_ev": [-10.04, -9.79], "energy_ev": -73131.9101, "species": ["C", "I", "H", "H", "H", "In", "P", "C", "C", "H", "H", "H", "H", "H", "H", "C", "H", "H", "H", "P", "C", "C", "H", "H", "H", "C", "H", "H", "H", "H", "H", "H", "Cl", "N", "C", "N", "C", "C", "C", "C", "C", "C", "S", "H", "H", "H", "H", "H", "H"], "coordinates": [[0.531541, 0.272392, -3.697202], [-2.975739, -0.926882, -1.991484], [1.620756, 0.357905, -3.652374], [0.091980, 1.169885, -4.158808], [0.235536, -0.608365, -4.286354], [-0.276775, -0.093110, -1.691001], [-0.185145, 2.441032, -0.703201], [-1.789779, 3.248636, -0.349691], [0.840553, 2.968149, 0.715963], [1.025172, 4.052953, 0.669210], [0.691000, 4.493381, -1.719075], [1.796312, 2.435064, 0.688770], [1.549565, 3.021373, -2.282205], [-2.216030, 2.804726, 0.560545], [0.344405, 2.732103, 1.663729], [0.564968, 3.446614, -2.041829], [-1.650856, 4.330212, -0.202766], [-0.062096, 3.407678, -2.941726], [-2.474739, 3.073354, -1.183304], [-0.088837, -2.468410, -0.224273], [-1.600183, -3.352962, 0.269355], [0.684918, -3.590921, -1.445017], [1.933705, -2.305181, 1.080252], [1.087611, -3.868281, 1.369125], [0.497358, -2.353265, 2.124703], [0.964750, -2.786544, 1.235039], [1.649469, -3.158614, -1.742977], [0.837207, -4.577615, -0.988811], [-1.347901, -4.391869, 0.517001], [-2.325208, -3.304769, -0.546610], [0.036750, -3.675726, -2.327074], [-2.019511, -2.844182, 1.145792], [2.014702, -0.149923, -0.502909], [-3.596314, 0.154925, 1.203629], [-2.590740, 0.195846, 2.079628], [-1.302714, 0.183006, 1.779034], [-0.533281, 0.260287, 2.929820], [0.871042, 0.309888, 2.996332], [1.502312, 0.511958, 4.222932], [0.748974, 0.628362, 5.401521], [-0.655753, 0.560404, 5.363129], [-1.284944, 0.365402, 4.135080], [-2.996096, 0.327769, 3.782517], [-4.531668, 0.056532, 1.577973], [-3.433671, -0.029793, 0.198050], [1.431906, 0.202224, 2.063141], [2.593331, 0.582093, 4.265602], [1.250756, 0.783131, 6.357659], [-1.272895, 0.667628, 6.249161]], "atomic_forces_ev_per_a": [[-0.51, -0.49, -0.02], [0.44, 0.10, -0.18], [-0.24, -0.06, 0.11], [0.08, -0.36, 0.30], [0.25, 0.38, -0.01], [0.85, 1.34, -0.41], [-0.25, 0.72, -0.05], [0.13, -0.06, 0.00], [0.12, -0.35, 0.20], [-0.15, -0.38, -0.07], [-0.11, -0.43, -0.09], [-0.11, 0.18, -0.01], [-0.23, 0.15, 0.02], [0.07, 0.17, -0.22], [0.05, 0.07, -0.18], [-0.07, -0.22, -0.10], [-0.08, -0.34, -0.04], [0.18, 0.05, 0.20], [0.01, 0.09, 0.10], [0.59, -2.16, 0.58], [-0.43, 0.60, -0.15], [-0.07, 0.77, -0.59], [-0.10, -0.22, 0.09], [-0.18, 0.20, -0.17], [0.09, -0.15, -0.07], [0.13, 0.98, 0.09], [-0.19, -0.22, 0.02], [-0.12, 0.28, 0.01], [0.07, 0.26, -0.04], [0.08, -0.23, 0.24], [0.22, -0.07, 0.16], [-0.02, -0.22, -0.13], [-0.34, -0.42, -0.04], [1.04, -0.24, 0.63], [-1.48, 0.13, 0.13], [2.00, -0.16, 0.78], [-1.60, 0.03, -1.53], [1.40, 0.12, 0.30], [0.02, -0.28, -1.52], [-0.79, 0.06, 0.37], [-0.51, -0.16, -0.52], [-0.13, 0.34, 1.11], [0.38, -0.01, 0.37], [-0.05, 0.12, -0.26], [-0.02, 0.14, 0.47], [-0.10, 0.10, 0.36], [-0.45, -0.07, -0.03], [-0.15, -0.04, -0.27], [0.30, -0.01, 0.05]], "mulliken_charge": [-1.2275, -0.2252, 0.3281, 0.3280, 0.3496, 0.9070, 0.6534, -1.1149, -1.0905, 0.4989, 0.4406, 0.3134, 0.3509, 0.2478, 0.2477, -1.1862, 0.3916, 0.3353, 0.3625, 0.6498, -1.0640, -1.1524, 0.3576, 0.5271, 0.2290, -1.1022, 0.3647, 0.4442, 0.4229, 0.3442, 0.3717, 0.2686, -0.3529, -0.0732, 0.3504, 0.1919, -0.7590, 0.4471, -0.8889, -0.5192, -0.4588, 0.6177, -0.2200, 0.2590, -0.1072, 0.5730, 0.4703, 0.4373, 0.4607]}

No. 3
{"formula": "C10H19NO2", "method": "the ωB97M-V functional and the def2-TZVPD basis", "gap_ev": 9.0, "fmax_ev_per_a": 5.7, "lumo_energy_ev": 0.86, "energy_ev": -16258.7349, "e_above_lowest_kcal_mol": 91.3, "species": ["C", "C", "C", "C", "C", "C", "C", "C", "C", "C", "H", "H", "H", "H", "H", "H", "H", "H", "H", "H", "H", "H", "H", "H", "H", "H", "H", "H", "H", "N", "O", "O"], "coordinates": [[-3.790796, -0.847161, -0.289784], [-3.896603, 0.266704, 0.734270], [-2.768521, 0.290732, 1.577476], [-1.562195, 0.235925, 0.763619], [0.919278, -0.103712, 1.101643], [1.085271, -1.138576, -0.077452], [2.497076, -1.179174, -0.599956], [2.739468, 0.559532, -2.443659], [2.849842, 0.968573, -0.075001], [1.340286, 1.169708, 0.520101], [-2.776981, -0.862154, -0.892411], [-3.645282, -1.879164, 0.192340], [-4.725719, -1.105802, -0.766483], [-3.976755, 1.255176, 0.256065], [-4.791926, -0.033255, 1.575221], [-2.742501, -0.502702, 2.400576], [-2.804737, 1.216693, 2.271510], [1.343953, -0.472893, 1.972068], [0.347829, -0.856706, -0.703018], [0.776760, -2.086281, 0.410134], [2.367100, -1.800701, -1.591483], [3.215976, -1.611243, 0.179624], [3.117636, 1.579171, -2.291598], [3.318710, -0.022808, -3.289433], [1.437555, 0.273252, -2.887058], [3.542967, 0.671156, 0.677625], [3.156885, 1.978717, -0.146431], [0.586225, 1.615498, -0.129543], [1.588125, 1.877932, 1.306071], [3.034026, 0.086058, -1.094667], [-1.329246, 0.671754, -0.327588], [-0.453707, -0.214247, 1.667220]], "atomic_forces_ev_per_a": [[1.81, -2.94, 0.13], [-4.92, -1.37, 0.44], [1.80, 0.28, 4.64], [5.03, 0.71, 2.65], [-2.44, -2.01, -1.97], [0.99, -0.58, 4.94], [0.29, -1.95, -2.94], [-1.78, -2.60, -1.29], [-2.18, 2.17, 2.35], [2.43, 1.21, 0.93], [-2.78, 0.58, 0.39], [-0.07, 1.36, 0.33], [0.03, 0.73, -1.05], [-0.72, -0.42, 0.12], [1.64, 1.34, -2.90], [0.09, 0.56, -1.50], [0.63, -1.01, -1.37], [2.13, -0.14, 1.39], [-2.00, 0.69, -2.83], [0.41, 0.07, -0.71], [0.97, 0.38, 2.09], [-0.95, 0.32, -1.27], [-0.92, 0.12, -1.41], [-0.80, 1.19, 1.92], [3.54, 1.60, 1.54], [0.00, -0.62, 1.54], [0.57, 1.18, -1.41], [0.60, -0.24, -0.27], [-0.48, 0.45, 0.29], [-0.22, -1.77, -2.07], [-0.71, -0.51, 0.34], [-1.98, 1.22, -3.05]], "mulliken_charge": [-1.0965, -0.1859, -0.5616, 0.6013, -0.2853, -0.7218, -0.8081, -0.6448, -1.3084, -0.3239, 0.2450, 0.2771, 0.4149, 0.2574, 0.2318, 0.2645, 0.2512, 0.5304, 0.4332, 0.3759, 0.3564, 0.3222, 0.3456, 0.2675, 0.1272, 0.3936, 0.6019, 0.1952, 0.3273, 0.1266, -0.5565, -0.4534]}

No. 4
{"formula": "C3H7NO2", "method": "the ωB97M-V functional and the def2-TZVPD basis", "gap_ev": 10.5, "fmax_ev_per_a": 2.9, "lumo_energy_ev": 0.78, "energy_ev": -8808.3372, "e_above_lowest_kcal_mol": 50.5, "species": ["O", "C", "C", "C", "O", "N", "H", "H", "H", "H", "H", "H", "H"], "coordinates": [[-2.384711, -0.207304, 0.254828], [-1.550912, -0.494864, -0.564447], [-0.104842, -0.042360, -0.364496], [0.248237, 0.294057, 1.050739], [1.398764, 1.187884, 1.185137], [0.916496, -0.857610, -0.982846], [-1.848678, -1.099039, -1.444125], [-0.111592, 0.918180, -0.907630], [0.642360, -0.577135, 1.586001], [-0.515318, 0.646753, 1.747253], [1.005937, 1.973183, 1.573481], [0.567147, -1.364106, -1.788948], [1.737111, -0.377640, -1.344947]], "atomic_forces_ev_per_a": [[-0.19, -0.01, -0.31], [0.30, -0.30, 1.18], [0.10, 1.36, -1.19], [1.57, -0.57, 2.40], [-1.05, 0.10, -0.61], [0.21, -1.23, -0.60], [0.40, 0.15, -0.18], [-0.28, 0.29, 0.13], [-0.40, -0.52, -0.56], [-0.54, 0.14, -0.87], [0.44, 0.30, -0.10], [-0.21, -0.10, 0.15], [-0.36, 0.38, 0.56]], "mulliken_charge": [-0.4468, -0.0969, 0.6311, -0.7325, -0.5160, -0.7063, 0.2912, 0.0609, 0.2942, 0.4387, 0.3135, 0.2240, 0.2449]}

Q: Number 1 is which compound?
A: CH3N2O2